{
  "formula": "C6H10N2O",
  "method": "ωB97M-V with the def2-TZVPD basis set",
  "species": ["C", "N", "N", "C", "C", "C", "C", "C", "O", "H", "H", "H", "H", "H", "H", "H", "H", "H", "H"],
  "coordinates": [[-0.82051, -0.45902, 1.57990], [-1.48301, -0.43847, 0.53111], [-0.77337, 0.24805, -0.37159], [0.43437, -0.21852, -1.06019], [-0.25452, 0.29987, -2.43930], [-1.45160, 0.67875, -1.76409], [0.54183, 0.03388, 1.80842], [1.77421, -0.62790, 2.36617], [0.98338, 0.50802, 3.07437], [-1.50890, -0.69716, 2.38878], [1.39356, 0.45786, -0.99992], [0.80618, -1.15446, -0.69565], [-0.37279, -0.30538, -3.49618], [0.16435, 1.23966, -2.75897], [-2.30370, -0.07605, -1.91115], [-1.99543, 1.67489, -1.87588], [0.52862, 0.97383, 1.03147], [1.72524, -1.78274, 2.80114], [2.61210, -0.35510, 1.79158]],
  "e_above_lowest_kj_mol": 704.3,
  "charge": 0,
  "homo_ev": -8.151,
  "gap_ev": 9.05
}